No. 1
Here is a structure of composition C17H38BBeCaCl2IN3O14S in a non-equilibrium geometry from OMol25. Energies are from ωB97M-V with the def2-TZVPD basis set.

```
79
Properties=species:S:1:pos:R:3:forces:R:3
C 6.457945 -1.303586 1.324390 -0.8 0.4 -0.1
C 6.289465 0.112002 0.745745 0.5 -0.4 0.1
O 5.507254 0.942625 1.594009 0.0 0.0 -0.2
C 4.163548 1.058778 1.216103 -0.3 0.3 0.2
C 3.375329 -0.224116 1.413462 -0.2 0.5 0.6
O 1.970615 0.107925 1.182962 0.6 -0.3 -0.5
B 1.223334 -0.948256 0.861197 -0.3 0.2 0.2
I -0.402901 -0.522538 -0.505756 -0.3 0.0 0.0
H 6.127965 -1.256533 2.362395 0.3 -0.1 0.1
H 7.486755 -1.645693 1.271688 0.0 -0.1 0.0
H 5.787142 -1.998848 0.818652 0.2 -0.2 0.0
H 5.867446 0.074702 -0.262325 -0.1 0.1 0.0
H 7.280909 0.555715 0.666830 -0.1 0.3 0.0
H 4.038348 1.450126 0.200279 0.1 -0.2 -0.1
H 3.723078 1.806070 1.878296 0.0 0.1 0.1
H 3.474217 -0.528315 2.455919 0.1 -0.2 0.0
H 3.692712 -1.026874 0.752099 0.0 0.0 0.0
H 1.434503 -2.047495 1.240343 -0.1 -0.1 -0.2
O 1.394327 3.366725 5.822908 0.3 0.8 0.3
C 1.684006 2.598654 4.926204 -0.3 -0.1 -0.2
N 1.124371 2.709479 3.696409 0.1 0.3 -0.1
C 2.733280 1.527123 5.120400 0.0 -0.1 0.0
H 1.362986 2.103964 2.930640 0.0 -0.1 0.1
H 0.431737 3.431731 3.561107 0.0 0.0 0.0
H 2.444615 0.845774 5.915938 0.1 0.2 0.1
H 3.660388 2.050932 5.405773 -0.4 -0.4 0.2
H 2.900232 0.956784 4.209123 0.0 0.0 -0.1
C -6.222032 0.197588 -4.752295 0.0 -0.1 -0.5
O -5.030516 0.229698 -3.887442 -0.4 -0.3 0.4
C -5.233920 0.833485 -2.669377 0.5 3.3 -0.3
O -6.264509 1.267679 -2.265753 -0.3 -0.5 -0.2
O -4.072361 0.760324 -1.997230 -0.7 -0.5 -0.1
C -4.127194 1.355413 -0.590411 0.3 0.3 0.6
H -5.903323 -0.289142 -5.672012 0.1 -0.1 0.1
H -7.021761 -0.378276 -4.283393 0.0 0.1 0.1
H -6.550600 1.212183 -4.951188 0.0 0.0 0.2
H -4.831454 0.813098 0.052012 0.0 -0.1 -0.1
H -4.395945 2.403164 -0.668028 -0.1 0.0 -0.2
H -3.124229 1.249378 -0.189722 0.0 -0.1 -0.2
Ca -4.881848 -1.373388 -2.272814 0.9 -1.8 0.9
Cl -0.299976 0.998281 5.397832 -0.3 -0.4 -0.1
O 4.857256 0.567654 7.314531 0.1 0.0 -0.1
C 6.059449 0.514511 7.510306 -0.2 0.0 0.0
N 6.588565 -0.178796 8.548982 -0.1 0.0 0.0
C 7.039593 1.220103 6.605027 0.3 -0.2 0.2
H 7.573700 -0.232559 8.727041 0.0 0.0 0.0
H 5.953368 -0.655052 9.167357 0.0 0.0 0.0
H 6.824623 2.287186 6.616105 0.0 0.0 0.0
H 6.922158 0.839233 5.591577 -0.1 0.1 0.0
H 8.074708 1.074784 6.914354 0.0 0.0 0.0
O -5.395161 1.772683 3.752600 0.1 0.1 -0.1
Cl -4.419221 1.070171 2.981161 -0.1 0.3 0.3
O -3.619022 0.229523 3.813213 0.1 -0.1 -0.2
O -3.589584 2.004840 2.237735 0.1 -0.1 -0.2
O -5.123266 0.251838 1.987830 -0.2 -0.6 -0.6
Be 5.145821 3.244754 4.880472 0.2 0.4 -0.2
C -5.625867 -0.624861 -10.162866 0.1 0.0 0.1
C -4.212824 -0.026113 -10.124937 -0.1 -0.1 0.0
C -3.527025 -0.549305 -8.855363 0.0 0.3 -0.1
S -4.277965 -2.147947 -8.507019 0.0 0.0 -0.4
O -5.000844 -2.068454 -7.247895 0.0 0.1 0.3
O -3.321601 -3.196772 -8.720254 0.0 -0.1 0.3
C -5.458640 -2.108353 -9.848551 -0.2 0.2 -0.1
H -6.103348 -0.476133 -11.129151 0.0 0.0 0.0
H -6.251116 -0.150265 -9.402767 0.0 0.0 0.0
H -3.655218 -0.351314 -11.004141 0.0 0.0 0.0
H -4.234210 1.061998 -10.136619 0.0 0.0 0.0
H -2.457476 -0.691509 -8.987075 0.0 -0.1 0.1
H -3.710375 0.099647 -8.000479 0.0 -0.1 0.0
H -6.377605 -2.598519 -9.535687 0.1 -0.1 0.1
H -5.014003 -2.645391 -10.685564 0.0 0.0 0.0
C -0.398804 -5.708457 2.356725 0.0 -0.2 0.2
C -0.196512 -4.747312 1.283106 0.0 0.2 -0.1
N -0.034650 -3.973383 0.448705 -0.1 -0.3 0.1
H -0.661849 -5.197348 3.281562 0.0 0.1 0.0
H -1.201159 -6.400740 2.107746 0.0 0.0 -0.1
H 0.508007 -6.285279 2.530121 0.0 0.0 -0.1
O 0.243396 6.017463 5.679578 -0.2 -0.1 -0.4
H 0.802753 5.281095 5.957577 0.4 -0.4 0.3
```
Forces are in eV/Å.

The net charge is +1. The calculated total energy is -114852.14808 eV. The gap between HOMO and LUMO comes out at 2.6 eV. The strongest force on any atom is 3.3 eV/Å. As for the HOMO energy: -9.010 eV. The value obtained for the energy relative to the best compared isomer or geometry (same formula, charge and spin) is 0.0 kcal/mol. For the lowest unoccupied orbital energy, the calculation gives -6.4 eV.



No. 2
Here is a cluster of 3 separate species, C17H38BBrFO8 in total from OMol25. Energies are from ωB97M-V with the def2-TZVPD basis set.

```
66
Properties=species:S:1:pos:R:3:forces:R:3
C 1.106204 1.682640 -2.947718 0.0 0.0 0.0
C 0.379027 0.383928 -2.580935 -0.1 0.0 -0.2
C -0.868379 0.670557 -1.764234 -0.1 0.3 0.3
Br -1.518712 -1.027339 -0.981899 0.1 -0.3 -0.1
C -1.932689 1.513300 -2.512863 0.0 -0.1 -0.3
O -1.846145 2.823311 -2.062092 0.0 0.1 0.0
B -2.988838 3.098130 -1.106182 0.1 -0.1 -0.1
O -3.790877 1.803230 -1.193706 -0.1 0.0 -0.1
C -3.397960 1.121234 -2.278995 0.0 -0.1 0.1
F -4.123798 1.510223 -3.453897 0.0 0.1 0.0
H 0.645008 2.172266 -3.806703 0.0 0.0 0.1
H 2.152105 1.484909 -3.194920 -0.1 0.0 0.0
H 1.070753 2.398080 -2.124001 0.0 -0.1 0.0
H 0.070261 -0.136912 -3.495603 0.1 0.0 0.1
H 1.036472 -0.301488 -2.042325 0.0 0.1 0.1
H -0.641849 1.259022 -0.875485 0.1 -0.1 0.0
H -1.703141 1.464194 -3.588661 -0.1 0.0 0.1
H -2.596787 3.244931 0.053729 0.0 0.0 0.0
H -3.647179 4.055477 -1.493800 0.0 0.0 0.0
H -3.608389 0.051368 -2.205932 0.0 0.1 0.0
C -1.834580 -1.226535 2.932675 0.0 0.0 0.0
O -2.082230 0.157387 2.967764 -0.1 0.0 0.1
C -3.094225 0.571098 2.048270 0.0 0.0 -0.1
C -3.783610 1.821700 2.529197 0.0 0.0 0.0
O -4.649290 1.604549 3.648135 0.0 0.0 0.0
C -4.045739 1.668705 4.922015 -0.1 0.1 0.0
C -4.024742 3.069159 5.500041 0.0 0.0 0.1
O -3.042943 3.864489 4.867136 0.0 -0.1 -0.1
C -3.363808 5.231535 4.827005 0.0 0.0 0.0
H -1.395576 -1.550822 1.982635 0.0 0.1 0.0
H -1.136587 -1.452654 3.739568 0.0 0.0 0.0
H -2.759455 -1.795163 3.095038 0.0 0.0 0.0
H -3.829926 -0.233474 1.927386 0.0 0.0 0.0
H -2.668804 0.788153 1.064962 0.0 -0.1 0.0
H -4.419920 2.165830 1.713814 0.0 0.1 0.0
H -3.050790 2.599888 2.746049 0.0 0.0 0.0
H -3.036153 1.250454 4.913575 0.0 0.0 0.0
H -4.674241 1.063973 5.583786 0.1 -0.1 0.0
H -3.816728 3.003477 6.579392 0.0 0.1 0.0
H -5.017541 3.518956 5.373584 0.0 0.0 0.0
H -4.329790 5.400002 4.338038 0.0 0.0 0.0
H -2.586177 5.730506 4.251643 0.0 0.0 0.0
H -3.401579 5.673951 5.831743 0.0 0.0 0.0
C 1.051571 -3.867273 -2.672596 -0.1 0.1 0.0
O 2.274935 -3.330495 -2.218388 0.1 -0.1 -0.1
C 2.604201 -3.757228 -0.915465 0.0 0.0 0.1
C 4.060139 -3.478760 -0.618556 -0.1 0.0 0.0
O 4.957392 -4.355396 -1.288413 0.0 0.0 0.0
C 5.315879 -3.987655 -2.609668 0.1 0.0 0.0
C 6.516187 -3.068139 -2.668486 0.1 0.0 -0.1
O 6.170866 -1.766858 -2.242003 -0.1 -0.1 0.1
C 7.267134 -1.021093 -1.775508 0.0 0.0 -0.1
H 0.214049 -3.528510 -2.056545 0.0 0.0 0.0
H 0.902861 -3.510107 -3.689727 0.0 0.0 0.0
H 1.076060 -4.963753 -2.672079 0.0 0.0 0.0
H 2.404340 -4.831760 -0.804363 0.0 0.0 0.0
H 1.993509 -3.223520 -0.172208 -0.1 0.0 0.0
H 4.217620 -3.660931 0.446617 0.0 0.1 0.0
H 4.292149 -2.434569 -0.837757 0.0 0.0 0.0
H 4.472643 -3.541079 -3.140152 0.0 0.0 0.0
H 5.598070 -4.917963 -3.109279 -0.1 0.0 -0.1
H 6.883089 -3.043604 -3.705670 0.0 0.0 0.0
H 7.316684 -3.474678 -2.036887 0.0 0.0 0.0
H 7.784441 -1.540225 -0.960178 0.0 0.0 0.0
H 6.880969 -0.072428 -1.407706 0.0 0.0 0.0
H 7.994556 -0.820203 -2.572209 0.0 0.0 0.0
```
Forces are in eV/Å.

The net charge is -1. The calculated total energy is -108061.53564 eV. The gap between HOMO and LUMO comes out at 6.9 eV. The strongest force on any atom is 0.5 eV/Å. As for the HOMO energy: -4.510 eV. The value obtained for the energy relative to the best compared isomer or geometry (same formula, charge and spin) is 0.0 kcal/mol. For the lowest unoccupied orbital energy, the calculation gives 2.4 eV.



No. 3
Here is a cluster of 3 separate species, C17H38BFN3O8 in total in a non-equilibrium geometry from OMol25. Energies are from ωB97M-V with the def2-TZVPD basis set.

```
68
Properties=species:S:1:pos:R:3:forces:R:3
C 1.589928 -5.514997 -0.814689 0.1 0.3 0.5
B 0.167655 -4.934681 -0.434541 -0.5 0.0 0.1
O -0.592571 -5.699328 0.436278 0.7 -0.3 0.1
N -0.424824 -3.722605 -0.947531 1.0 0.0 -0.8
C -1.649700 -3.921776 -1.760798 -0.7 -0.2 0.9
C -2.939724 -3.913161 -0.892132 -0.6 0.2 0.5
O -3.606682 -4.972075 -0.910717 0.2 0.5 -0.1
O -3.169137 -2.832343 -0.280225 0.2 -0.6 -0.3
C 0.501847 -2.750744 -1.502845 -0.2 0.0 -0.2
C 1.059672 -1.884490 -0.409841 -0.2 -0.3 -0.5
O 0.465753 -1.127500 0.253167 -0.4 0.8 0.8
F 2.399452 -2.009736 -0.230264 0.6 -0.2 -0.1
H 2.066416 -5.863832 0.100399 0.1 -0.1 0.1
H 2.286273 -4.830639 -1.286985 0.1 0.0 -0.3
H 1.461498 -6.405689 -1.425395 -0.1 -0.1 -0.2
H -0.722787 -5.215898 1.256867 -0.7 0.1 -0.2
H -1.759270 -3.105939 -2.467564 0.2 0.1 -0.2
H -1.642167 -4.879265 -2.277412 0.2 -0.1 -0.2
H 1.300430 -3.170984 -2.114896 0.2 -0.1 0.0
H -0.045658 -2.054972 -2.131510 -0.1 0.1 -0.1
C 7.134091 4.031263 1.551766 0.0 -0.1 0.1
O 6.118298 3.272669 2.172120 0.1 0.1 -0.1
C 4.830026 3.432150 1.584278 -0.2 0.0 0.2
C 4.374201 2.155302 0.916492 0.2 -0.1 -0.1
N 5.166060 1.875243 -0.275158 -0.1 0.0 0.1
C 4.928075 0.555111 -0.855054 0.1 0.2 -0.1
C 5.315944 -0.665660 -0.032705 -0.1 -0.2 -0.1
O 6.714335 -0.811131 0.163970 0.0 0.1 0.1
C 7.246420 -0.121529 1.276334 0.1 -0.1 -0.1
H 8.037126 3.918564 2.149871 0.0 0.0 0.0
H 7.342395 3.682194 0.534185 0.0 0.1 0.0
H 6.869454 5.092932 1.515309 0.0 0.0 0.0
H 4.823679 4.265542 0.876017 0.1 0.0 -0.1
H 4.133713 3.671878 2.392693 0.0 0.0 0.0
H 3.324348 2.257931 0.629922 0.0 0.0 0.0
H 4.443310 1.349621 1.659679 -0.1 0.0 0.1
H 6.146688 1.952891 -0.040059 0.0 0.0 0.0
H 5.488892 0.512011 -1.792300 0.0 0.0 0.0
H 3.868934 0.476060 -1.115499 0.0 0.0 0.1
H 5.001997 -1.546095 -0.596126 0.0 0.0 0.0
H 4.784782 -0.710936 0.924038 0.1 0.1 0.1
H 6.522068 -0.043684 2.091177 0.0 0.1 0.0
H 7.593715 0.880730 1.005698 -0.1 0.0 0.1
H 8.110295 -0.684821 1.632008 0.0 0.0 0.0
C -8.327880 2.702986 0.011414 0.1 0.0 0.0
O -7.073082 3.334706 0.148925 -0.1 -0.1 0.0
C -6.449930 3.121048 1.411570 0.2 0.2 0.1
C -5.205611 2.272475 1.274204 -0.1 -0.2 -0.2
N -5.538081 0.899981 0.930461 0.1 0.1 0.0
C -4.383798 0.061662 0.575665 -0.4 -0.2 0.0
C -3.602968 0.426056 -0.675758 0.4 -0.1 0.1
O -4.323833 0.263150 -1.889172 0.0 0.2 0.0
C -5.104201 1.365181 -2.283880 0.0 -0.2 -0.1
H -8.753862 3.026498 -0.937337 0.0 0.0 0.0
H -8.236868 1.611951 0.000252 -0.1 0.0 0.1
H -9.008591 2.995022 0.818360 0.0 0.0 0.0
H -7.148989 2.668700 2.121122 0.0 -0.1 0.0
H -6.165945 4.105210 1.798778 0.0 0.0 0.0
H -4.667805 2.277754 2.227516 0.0 0.0 0.0
H -4.561517 2.748768 0.520045 0.0 0.1 0.1
H -6.179238 0.907512 0.148432 0.0 0.0 0.0
H -4.743221 -0.959377 0.445193 0.1 -0.1 0.0
H -3.693346 0.040587 1.423027 0.0 0.0 0.0
H -2.764499 -0.270496 -0.727076 -0.1 -0.1 0.0
H -3.177549 1.439613 -0.628692 -0.1 0.1 0.0
H -4.664919 2.315477 -1.962992 0.0 0.0 0.0
H -6.129943 1.297856 -1.903377 0.0 0.1 0.0
H -5.159579 1.360096 -3.374705 0.0 0.0 0.0
```
Forces are in eV/Å.

The net charge is -1. The calculated total energy is -42490.18845 eV. The gap between HOMO and LUMO comes out at 6.7 eV. The strongest force on any atom is 1.3 eV/Å. As for the HOMO energy: -4.405 eV. For the lowest unoccupied orbital energy, the calculation gives 2.3 eV.



No. 4
Here is a cluster of 4 separate species, C17H38BrNO5 in total in a non-equilibrium geometry from OMol25. Energies are from ωB97M-V with the def2-TZVPD basis set.

```
62
Properties=species:S:1:pos:R:3:forces:R:3
O 4.951084 -3.541629 0.544460 -4.0 5.5 -2.4
C 4.480175 -2.396765 -0.016718 7.2 -0.7 -1.2
O 5.439737 -1.500977 -0.681348 -6.2 -3.7 3.3
C 2.901505 -1.966883 0.077047 -0.6 -0.7 -0.5
C 2.408181 -0.492748 -0.443032 3.5 -0.4 -0.1
N 0.887696 -0.609205 -0.209765 -0.4 1.2 2.0
C 0.415862 -2.068821 -0.041989 1.2 -3.2 -0.7
C 1.745885 -2.883320 -0.638104 -0.8 0.5 0.6
Br 1.469731 -2.613747 -2.634554 0.6 -0.1 1.0
H 2.653942 -2.088091 1.227783 0.4 0.5 -2.2
H 2.736838 -0.133516 -1.532321 -1.1 -1.5 2.3
H 3.006730 0.243598 0.241680 -2.0 -1.0 -0.9
H 0.812903 -0.233397 0.769528 -0.3 -0.1 -1.1
H 0.265434 0.014258 -0.788936 0.9 -1.1 0.3
H -0.537160 -2.370048 -0.694586 2.1 1.2 1.8
H 0.403918 -2.389064 1.103664 -0.5 1.2 -2.5
H 1.768636 -4.049982 -0.544622 0.0 2.5 0.4
C -4.237548 3.248250 1.495754 0.1 0.1 0.1
C -3.592914 2.434034 0.386011 -0.1 0.1 0.1
O -2.223351 2.124487 0.630861 0.3 -0.1 -0.1
C -1.945220 1.360180 1.801908 -0.1 0.0 -0.1
C -2.624632 0.001285 1.812234 -0.1 -0.1 0.0
H -3.687212 4.184621 1.653582 -0.1 -0.2 -0.1
H -5.275123 3.487399 1.241106 0.2 0.0 0.0
H -4.242662 2.710468 2.445982 -0.1 0.0 0.0
H -3.622196 3.018046 -0.539406 0.3 -0.1 0.1
H -4.158290 1.518196 0.189317 0.0 0.0 0.1
H -2.199635 1.936463 2.697521 0.0 -0.1 0.0
H -0.859362 1.211444 1.830084 -0.1 0.2 -0.1
H -3.713667 0.087920 1.792818 0.1 0.0 0.1
H -2.348154 -0.555556 2.712321 0.0 0.1 -0.1
H -2.327431 -0.581790 0.934057 0.0 0.0 0.1
C 0.581406 1.292154 5.768184 0.0 0.2 -0.1
C 1.025367 0.018656 5.067378 0.0 0.1 0.1
O 1.460294 0.230271 3.726657 -0.2 -0.1 -0.4
C 2.572035 1.105517 3.551008 0.2 0.0 0.1
C 3.829300 0.636021 4.263157 0.0 -0.2 0.1
H -0.228189 1.776280 5.207159 0.1 -0.1 0.1
H 0.225327 1.068023 6.778914 0.0 0.0 -0.2
H 1.394854 2.015444 5.853751 0.0 -0.1 0.1
H 0.174555 -0.668275 5.016707 0.2 0.0 -0.2
H 1.802367 -0.496422 5.640146 0.0 0.1 0.0
H 2.302526 2.122770 3.853520 0.0 0.0 0.1
H 2.772142 1.147819 2.473896 -0.2 -0.1 0.1
H 3.690602 0.581727 5.345605 0.0 0.1 -0.1
H 4.657747 1.322332 4.064860 -0.1 -0.1 0.0
H 4.112814 -0.364448 3.919379 0.0 0.2 0.0
C -1.105172 1.211616 -6.261245 -0.1 0.1 0.1
C -0.150574 0.071317 -5.947412 -0.1 0.1 0.0
O -0.537966 -0.697304 -4.811356 0.0 0.0 0.2
C -1.806915 -1.343214 -4.885123 0.1 0.0 -0.1
C -1.917469 -2.328715 -6.036151 0.1 -0.1 -0.1
H -1.198911 1.881999 -5.397318 0.1 -0.1 -0.2
H -0.742679 1.788768 -7.118038 0.0 -0.1 0.1
H -2.106975 0.850322 -6.502131 0.1 0.0 -0.1
H 0.834679 0.491329 -5.721157 -0.1 -0.2 0.2
H -0.014805 -0.579855 -6.816112 -0.1 0.0 0.0
H -2.607812 -0.597579 -4.924457 0.0 0.0 -0.1
H -1.938712 -1.886644 -3.942088 0.2 0.2 -0.1
H -1.801164 -1.839747 -7.006338 -0.1 0.0 0.1
H -2.894340 -2.820878 -6.023221 0.1 0.1 0.0
H -1.138038 -3.094396 -5.960512 -0.1 0.1 0.0
```
Forces are in eV/Å.

As for the SMILES: O=C([O-])[C@H]1C[NH2+]C[C@H]1Br.CCOCC.CCOCC.CCOCC. The net charge is 0. The calculated total energy is -100008.65024 eV. The gap between HOMO and LUMO comes out at 7.0 eV. The strongest force on any atom is 8.0 eV/Å. As for the HOMO energy: -7.223 eV. For the lowest unoccupied orbital energy, the calculation gives -0.2 eV.



- Which of these has the lowest lowest unoccupied orbital energy?
  C17H38BBeCaCl2IN3O14S



- Number 4 is which compound?
  C17H38BrNO5



- Which value of gap between HOMO and LUMO does entry 2 give?
  6.9 eV



- What is the calculated total energy in the first record?
  -114852.14808 eV